No. 1
The following is a quantum chemistry calculation of a structure of composition C31H26N2OP2S2Tc, from the OMol25 dataset.

```
65
Properties=species:S:1:pos:R:3:forces:R:3
Tc -0.269423 -0.096598 -0.143994 0.065 0.174 0.576
S 2.132820 -0.261081 0.034704 -0.069 -0.185 -0.204
P 1.477658 -0.823734 1.874847 -0.089 -0.220 0.230
C -0.129676 -0.073736 1.734375 0.128 0.211 -0.636
P -0.809463 1.528828 2.138473 0.039 -0.141 0.308
S -0.597515 2.168226 0.205325 -0.242 0.159 -0.173
C -2.504317 1.285892 2.624475 -0.056 0.024 -0.066
C -3.463908 2.249158 2.308517 0.022 0.006 -0.005
C -4.786977 2.027983 2.649117 0.005 0.006 -0.012
C -5.147285 0.860424 3.309311 -0.023 -0.030 0.015
C -4.192986 -0.095212 3.630419 0.025 0.089 -0.050
C -2.867206 0.111144 3.280138 -0.031 -0.066 0.020
C 0.088340 2.502161 3.317383 0.045 0.094 0.057
C 1.354986 2.986048 2.974256 -0.029 -0.043 -0.011
C 2.096253 3.676970 3.913883 -0.044 -0.021 -0.006
C 1.574222 3.890143 5.184673 0.025 0.028 0.019
C 0.316231 3.415525 5.525750 -0.011 -0.008 -0.019
C -0.435097 2.718251 4.593672 -0.007 -0.030 -0.040
C 2.455890 -0.230661 3.232467 0.068 0.089 0.023
C 1.869358 -0.112580 4.494001 -0.036 -0.014 0.004
C 2.628625 0.334325 5.559130 0.048 0.008 -0.058
C 3.966339 0.659856 5.363365 0.000 -0.001 0.044
C 4.548018 0.545796 4.109881 -0.025 -0.009 -0.021
C 3.793145 0.104335 3.034232 -0.003 0.013 -0.017
C 1.224076 -2.587635 1.978811 0.112 -0.092 0.031
C 1.561359 -3.300718 3.125843 -0.073 0.012 0.017
C 1.299332 -4.662756 3.188644 0.006 0.034 -0.031
C 0.708663 -5.308117 2.115262 -0.016 0.008 -0.056
C 0.390510 -4.604044 0.956785 0.018 -0.036 0.123
C 0.656589 -3.250528 0.890314 -0.039 0.052 -0.301
H -3.187837 3.157378 1.786208 0.030 0.016 -0.005
H -5.540906 2.755562 2.387773 -0.024 0.030 -0.008
H -6.183283 0.693560 3.568895 -0.030 -0.003 0.006
H -4.481001 -0.999660 4.145344 -0.011 -0.054 0.034
H -2.128094 -0.646377 3.513084 0.055 -0.014 0.003
H 1.751547 2.826836 1.978980 0.012 0.002 -0.044
H 3.072651 4.060629 3.656809 0.041 0.018 -0.020
H 2.151286 4.445167 5.911397 0.018 0.008 0.029
H -0.084917 3.598832 6.512247 -0.017 0.006 0.024
H -1.420305 2.355710 4.853897 -0.049 -0.017 0.001
H 0.826760 -0.364305 4.648825 -0.055 -0.016 -0.021
H 2.182834 0.431086 6.537787 -0.027 -0.003 0.057
H 4.559741 1.004919 6.198549 0.018 0.017 0.027
H 5.587830 0.802019 3.968271 0.038 0.006 -0.012
H 4.243160 0.030206 2.052478 0.000 -0.015 -0.023
H 2.024988 -2.805796 3.967076 0.041 0.038 0.028
H 1.569494 -5.219032 4.073687 0.003 -0.025 0.053
H 0.513597 -6.369309 2.166185 -0.006 -0.055 0.004
H -0.032410 -5.120037 0.107263 -0.013 -0.019 -0.047
H 0.490155 -2.739617 -0.065004 0.021 0.003 0.197
N -5.470258 1.913976 -2.237724 0.070 0.078 -0.081
C -5.606600 1.225258 -1.087743 -0.007 -0.065 0.051
O -6.441975 1.449741 -0.241138 -0.066 0.010 0.081
C -4.601952 0.128941 -0.830031 0.085 -0.007 0.023
C -5.050004 -1.099413 -0.357043 -0.013 0.042 -0.033
C -4.125875 -2.062616 0.006638 0.102 0.023 0.011
C -2.784173 -1.741824 -0.045276 -0.092 -0.041 0.006
N -2.345316 -0.547287 -0.476686 0.252 -0.075 -0.024
C -3.242094 0.362583 -0.890405 -0.119 0.059 -0.034
H -6.157600 2.624626 -2.439321 0.011 -0.017 -0.023
H -4.912721 1.563280 -2.996848 -0.018 0.018 -0.025
H -6.113309 -1.280704 -0.274304 -0.028 0.003 0.021
H -4.434235 -3.034311 0.361963 0.005 -0.031 0.003
H -2.028491 -2.439466 0.293348 0.009 -0.052 0.006
H -2.844146 1.311883 -1.220740 -0.049 0.022 -0.021
```
Positions in Å, forces in eV/Å.

Computed properties:
E_HOMO (spin up / spin down) ... -0.5303 / -0.5343 Ha
Spin multiplicity ... 2
Charge ... +2
Expectation value of S² ... 0.9607
Gap between HOMO and LUMO (spin up / spin down) ... 6.7308 / 7.4310 eV



No. 2
The following is a quantum chemistry calculation of a structure of composition C31H26NO27P3, from the OMol25 dataset.

```
88
Properties=species:S:1:pos:R:3:forces:R:3
O 1.454151 -1.836905 2.987002 1.325 -0.986 -0.255
C 0.511876 -1.195486 2.689472 -0.884 0.819 0.542
O -0.279475 -0.698775 3.661402 -0.553 1.100 -0.689
N 0.114299 -0.825780 1.364083 1.809 -0.499 -0.326
P 1.418467 -0.026588 0.471805 -0.916 0.674 -1.575
P 2.503914 1.263487 1.852724 1.829 -0.098 1.646
O 2.778529 0.683082 3.171939 -0.762 -0.333 0.490
O 1.839212 2.727985 1.991499 -0.011 -0.921 -1.131
O 3.935157 1.572631 1.145724 -1.546 -0.041 -0.520
P -0.363109 -2.285141 0.396246 -2.709 -1.477 -0.096
O 0.216417 -2.092681 -1.143846 0.397 0.563 1.294
O 0.481337 -3.577484 0.944016 0.792 1.522 -0.485
H 0.313153 -0.337051 4.337036 0.015 -0.500 0.252
H 2.361250 -1.058259 0.188741 0.233 0.368 0.781
H 1.034539 2.698461 2.529595 0.171 0.005 0.095
H 4.327204 0.687761 1.066212 0.383 0.261 -0.010
H -0.303725 -1.349958 -1.500756 0.127 -0.079 -0.170
H 1.446517 -3.413821 0.966265 0.025 -0.273 -0.047
C 5.939473 -3.204020 1.369326 -0.396 0.131 -0.130
C 6.932618 -3.531307 2.205518 0.201 0.164 -0.518
C 6.665443 -3.966976 3.616459 -0.598 -0.112 0.573
O 7.609949 -4.270044 4.320543 0.324 0.070 -0.271
C 5.285013 -4.000617 4.072549 0.447 -0.017 -0.031
C 4.289507 -3.668256 3.237913 -0.266 -0.202 0.548
C 4.557722 -3.260312 1.819150 0.510 0.061 -0.356
O 3.613330 -2.989600 1.091361 -0.217 -0.149 0.112
O 3.020181 -3.678867 3.607392 0.524 -0.394 -0.633
O 8.209188 -3.492141 1.835769 -0.128 -0.136 0.427
H 6.121443 -2.892962 0.349872 0.037 -0.032 0.003
H 5.104840 -4.298571 5.095357 -0.042 0.002 -0.013
H 2.516400 -3.387282 2.818405 -0.167 0.188 0.578
H 8.719867 -3.775532 2.619436 0.046 -0.007 -0.019
C -0.639686 -6.659959 0.713674 0.080 -0.073 0.303
C -1.145683 -6.905438 -0.499805 0.184 0.491 0.124
C -1.656494 -8.261204 -0.879912 -0.068 -0.563 0.193
O -2.123323 -8.422227 -1.991672 0.047 0.292 -0.122
C -1.564821 -9.331593 0.107010 -0.077 0.092 -0.260
C -1.055786 -9.087318 1.319628 -0.174 -0.545 -0.105
C -0.569550 -7.724095 1.708193 0.069 0.592 -0.250
O -0.133189 -7.557094 2.830954 -0.021 -0.333 0.119
O -0.951904 -10.037221 2.250054 0.142 0.428 0.103
O -1.226481 -5.960936 -1.439926 -0.165 -0.421 -0.097
H -0.270421 -5.684613 0.998729 -0.036 -0.026 -0.038
H -1.920660 -10.309858 -0.184040 0.000 -0.002 0.023
H -0.556446 -9.601205 3.029204 -0.012 -0.041 0.025
H -1.628143 -6.395374 -2.216248 0.001 0.047 -0.018
C -2.573167 2.052514 0.051425 0.160 -0.279 -0.099
C -3.629203 2.872993 0.112945 0.455 0.156 0.334
C -4.869872 2.617686 -0.689388 -0.266 -0.397 -0.460
O -5.805342 3.385235 -0.580756 0.144 0.233 0.220
C -4.888632 1.454553 -1.568857 -0.086 0.087 0.198
C -3.832328 0.638590 -1.631579 -0.355 -0.124 -0.268
C -2.604278 0.881532 -0.809563 0.193 0.426 0.395
O -1.671659 0.099294 -0.887421 -0.133 -0.214 -0.444
O -3.817015 -0.434488 -2.429550 0.375 0.160 0.276
O -3.639108 3.955374 0.885884 -0.384 -0.104 -0.266
H -1.674106 2.224220 0.625913 -0.013 0.001 0.008
H -5.778375 1.288560 -2.153765 -0.007 -0.033 0.037
H -2.950857 -0.859498 -2.293022 -0.072 -0.098 -0.044
H -4.512698 4.371214 0.750564 0.019 0.047 0.058
C -5.801173 4.022818 -7.146125 -0.151 0.094 0.213
C -5.014220 3.041019 -7.601142 -0.112 0.446 -0.352
C -4.674001 1.850625 -6.757005 -0.074 -0.254 0.557
O -3.969405 0.979690 -7.228261 0.067 0.136 -0.290
C -5.205293 1.796705 -5.398929 0.148 -0.114 -0.158
C -5.989298 2.780634 -4.944134 0.138 -0.463 0.337
C -6.350878 3.957539 -5.797118 0.081 0.294 -0.572
O -7.081866 4.811908 -5.335147 -0.038 -0.131 0.320
O -6.493446 2.771162 -3.707570 -0.196 0.478 -0.479
O -4.489913 3.063115 -8.826385 0.092 -0.374 0.291
H -6.054982 4.884982 -7.746534 0.005 -0.016 -0.016
H -4.938811 0.940626 -4.793170 -0.013 -0.004 -0.006
H -7.022214 3.589270 -3.628995 -0.022 -0.023 0.104
H -3.966598 2.242679 -8.906131 0.006 0.018 -0.066
C 3.659081 7.757533 0.677115 -0.052 -0.264 -0.041
C 3.573408 8.807941 1.500451 0.252 0.088 -0.515
C 2.942621 8.696833 2.854869 -0.305 -0.405 0.424
O 2.909826 9.682229 3.567619 0.142 0.228 -0.220
C 2.392158 7.407416 3.252169 0.079 0.296 0.015
C 2.474027 6.355013 2.428053 -0.329 -0.050 0.621
C 3.129126 6.460154 1.083451 0.291 0.377 -0.403
O 3.191919 5.469953 0.381867 -0.176 -0.198 0.182
O 1.982292 5.160713 2.752288 0.304 0.416 -0.641
O 4.043058 10.011171 1.167179 -0.199 -0.057 0.420
H 4.113779 7.825903 -0.301097 0.011 0.015 0.012
H 1.924553 7.344082 4.224550 0.006 -0.025 -0.002
H 2.172053 4.571547 1.988186 0.013 -0.012 0.277
H 3.858738 10.588105 1.933058 0.032 0.036 -0.024
```
Positions in Å, forces in eV/Å.

Computed properties:
E_HOMO ... -0.3426 Ha
Gap between HOMO and LUMO ... 7.3375 eV